*w*
A single C9H17N3O4S molecule. Source: the Open Molecules 2025 dataset; level of theory: ωB97M-V with the def2-TZVPD basis set.

Structure (XYZ):
```
34
C9H17N3O4S | the Open Molecules 2025 dataset | ωB97M-V with the def2-TZVPD basis set
O -2.405 1.285 0.027
O 0.644 -2.078 -0.224
O 3.016 1.504 -2.109
O -0.518 -2.527 2.360
S -1.437 0.841 -3.338
C -2.297 0.936 1.186
C -0.216 -1.170 -0.199
C 2.376 0.640 -1.481
N 2.896 0.066 -0.399
N -1.908 -0.288 1.488
N -0.035 0.014 -0.806
C -2.600 1.898 2.334
C 4.227 0.333 0.090
C -1.488 -2.669 1.369
C 0.290 1.335 -2.854
C -1.532 -1.373 0.547
C 0.931 0.287 -1.919
H 0.316 -2.524 1.897
H -1.977 1.062 -2.152
H 2.339 -0.571 0.094
H -1.774 -0.525 2.463
H -0.696 0.736 -0.581
H -3.255 1.425 3.026
H -1.675 2.161 2.827
H -3.078 2.761 1.905
H 4.355 -0.123 1.057
H 4.354 1.395 0.244
H 4.997 -0.055 -0.590
H -2.458 -2.868 1.870
H -1.230 -3.512 0.750
H 0.242 2.343 -2.387
H 0.892 1.336 -3.778
H -2.298 -1.449 -0.233
H 1.005 -0.623 -2.483
```

Summary:
SMILES string: CNC(=O)[C@H](CS)NC(=O)[C@@H](CO)NC(C)=O
E_LUMO, eV: 0.46
Orbital gap, eV: 9.540
Multiplicity: 1
Net charge: 0

Here are the Mulliken charges for atoms 1 to 4, given in e: atom 1 (O): -0.667, atom 2 (O): -0.723, atom 3 (O): -0.697, atom 4 (O): -0.582

*x*
A single C9H17N3O4S molecule. Source: the Open Molecules 2025 dataset; level of theory: ωB97M-V with the def2-TZVPD basis set.

Structure (XYZ):
```
34
C9H17N3O4S | the Open Molecules 2025 dataset | ωB97M-V with the def2-TZVPD basis set
C 1.237 0.169 -1.982
C 0.142 -0.253 -1.007
C 0.990 -0.455 -3.355
C 1.865 0.185 -4.423
C -0.417 -0.452 1.382
C -1.213 -1.758 1.312
C -1.316 0.788 1.466
C -1.952 0.985 2.849
C -1.701 1.196 5.589
H 3.223 0.465 -1.975
H 2.812 -0.993 -1.503
H 1.132 1.268 -2.090
H 1.213 -1.544 -3.318
H -0.021 -0.347 -3.608
H 2.081 0.245 -6.468
H 0.783 -0.753 -5.952
H 1.507 -0.064 0.460
H 0.157 -0.529 2.309
H -0.704 1.668 1.218
H -2.081 0.690 0.709
H -2.681 1.790 2.792
H -2.471 0.089 3.172
H -2.554 1.857 5.592
H -2.118 0.189 5.680
H -1.033 1.410 6.428
H 0.243 -2.481 0.396
N 2.579 -0.048 -1.415
N 1.583 -0.186 -5.697
N 0.559 -0.385 0.297
O -1.003 -0.444 -1.347
O 2.762 0.974 -4.164
O -2.329 -1.868 1.774
O -0.565 -2.803 0.786
S -0.710 1.395 4.093
```

Summary:
SMILES string: CSCC[C@H](NC(=O)[C@@H](N)CC(N)=O)C(=O)O
E_LUMO, eV: 0.48
Orbital gap, eV: 9.017
Multiplicity: 1
Net charge: 0

Here are the Mulliken charges for atoms 1 to 4, given in e: atom 1 (C): 0.423, atom 2 (C): 0.085, atom 3 (C): -0.947, atom 4 (C): 0.513

Most stable structure: *x*